No. 1
The following is a quantum chemistry calculation of a single C16H20O5 molecule at a distorted geometry, from the Open Molecules 2025 dataset.

Each line ends with the Mulliken charge.
Positions of all 41 atoms, in Å:
C -0.51 1.40 1.33  -1.390
C -0.55 0.97 -0.20  1.331
C -2.13 1.03 -0.50  -1.551
C -2.92 -0.19 0.11  -0.625
C -4.47 -0.16 -0.22  -0.340
C -5.14 -1.41 0.54  -0.513
O -6.06 -0.99 1.58  -0.518
O -0.19 -0.38 -0.56  -0.490
C -0.24 -0.37 -1.98  0.525
O -0.44 -1.31 -2.67  -0.519
O -0.04 0.96 -2.41  -0.479
C 0.34 1.74 -1.23  0.078
C 1.92 1.55 -1.22  -0.901
C 2.57 1.34 0.19  0.345
O 2.47 2.09 1.13  -0.528
C 3.48 0.06 0.36  0.322
C 4.95 0.16 0.23  -0.319
C 5.78 -1.07 0.36  -0.546
C 5.09 -2.34 0.60  -0.268
C 3.64 -2.45 0.78  -0.693
C 2.84 -1.23 0.65  0.056
H -1.50 1.35 1.83  0.460
H 0.31 0.85 1.86  0.304
H -0.21 2.49 1.32  0.337
H -2.50 1.96 0.05  0.500
H -2.37 1.21 -1.58  0.341
H -2.86 -0.18 1.24  0.319
H -2.55 -1.19 -0.22  0.380
H -4.98 0.77 0.16  0.326
H -4.69 -0.33 -1.31  0.240
H -5.65 -2.11 -0.17  0.297
H -4.31 -2.00 1.03  0.311
H -6.70 -0.42 1.11  0.314
H 0.15 2.84 -1.29  0.550
H 2.24 0.72 -1.91  0.402
H 2.36 2.51 -1.64  0.402
H 5.47 1.14 0.04  0.327
H 6.89 -1.04 0.24  0.344
H 5.68 -3.29 0.67  0.306
H 3.11 -3.42 0.96  0.345
H 1.73 -1.24 0.77  0.217

Calculated values
- Highest occupied orbital energy: -9.269 eV
- Net charge: 0
- LUMO energy: 0.56 eV
- SMILES string: C[C@]1(CCCCO)OC(=O)O[C@@H]1CC(=O)c1ccccc1
- Kohn-Sham gap: 9.83 eV



No. 2
The following is a quantum chemistry calculation of a molecular structure, C10H30CaF2O5 at a distorted geometry, from the Open Molecules 2025 dataset.

Each line ends with the Mulliken charge.
Positions of all 48 atoms, in Å:
Ca -33.73 -0.09 5.13  1.569
F -34.14 1.23 3.28  -0.939
F -33.17 -1.46 6.86  -0.911
C -38.49 -0.81 5.03  -1.150
C -37.11 -0.91 4.36  -0.242
O -36.11 -1.16 5.35  -0.217
H -38.42 -0.08 5.84  0.234
H -38.76 -1.81 5.38  0.315
H -39.26 -0.45 4.35  0.385
H -36.86 0.05 3.91  0.319
H -37.11 -1.69 3.60  0.306
H -36.20 -2.06 5.69  0.162
C -30.20 2.58 6.35  -1.180
C -31.32 1.61 6.77  -0.273
O -32.49 1.77 5.97  -0.375
H -30.51 3.62 6.47  0.365
H -29.81 2.37 5.36  0.254
H -29.34 2.42 7.01  0.376
H -31.52 1.82 7.83  0.440
H -30.99 0.58 6.75  0.234
H -32.87 2.62 6.19  0.116
C -32.76 -3.81 2.84  -0.994
C -33.61 -3.24 3.96  -0.225
O -34.05 -1.90 3.61  -0.338
H -33.27 -3.84 1.88  0.332
H -32.41 -4.82 3.08  0.373
H -31.88 -3.18 2.73  0.101
H -33.08 -3.17 4.91  0.261
H -34.51 -3.85 4.11  0.360
H -34.68 -2.01 2.89  0.154
C -30.52 -0.48 2.39  -1.388
C -30.60 0.08 3.80  -0.019
O -31.41 -0.76 4.66  -0.209
H -31.50 -0.57 1.92  0.272
H -29.94 -1.40 2.35  0.332
H -29.95 0.24 1.78  0.424
H -31.12 1.05 3.78  0.194
H -29.60 0.20 4.22  0.385
H -30.85 -1.51 4.91  0.143
C -35.29 2.53 8.42  -1.230
C -35.18 1.17 7.72  -0.077
O -35.21 1.31 6.30  -0.346
H -36.26 3.02 8.30  0.383
H -34.51 3.18 8.02  0.270
H -35.17 2.38 9.49  0.367
H -36.03 0.56 8.02  0.320
H -34.24 0.72 8.01  0.207
H -35.93 1.90 6.04  0.158

Calculated values
- Highest occupied orbital energy: -9.058 eV
- Net charge: 0
- LUMO energy: 0.59 eV
- Kohn-Sham gap: 9.65 eV



No. 3
The following is a quantum chemistry calculation of a molecular structure, C30H35Br2N5O3STc, from the Open Molecules 2025 dataset.

Each line ends with the Mulliken charge.
Positions of all 77 atoms, in Å:
Tc 0.89 0.72 -0.19  0.867
C -1.46 1.09 -4.80  -0.362
C -2.59 0.53 -3.95  -1.142
N -2.22 -0.66 -3.20  0.193
C -2.39 -1.97 -3.83  -0.716
C -1.10 -2.54 -4.40  -0.750
C -1.63 -0.61 -1.97  0.677
S -1.37 0.99 -1.27  -0.492
N -1.35 -1.73 -1.38  -0.226
C -0.55 -1.77 -0.27  -0.668
O 0.68 -1.22 -0.36  -0.431
C -0.91 -2.45 0.91  0.769
C -0.01 -2.61 1.99  -0.216
C -0.40 -3.26 3.15  -0.457
C -1.68 -3.79 3.29  -0.622
C -2.58 -3.65 2.22  -0.666
C -2.21 -3.01 1.06  -0.649
H -1.78 1.99 -5.32  0.453
H -1.12 0.37 -5.54  0.244
H -0.62 1.36 -4.16  -0.191
H -3.44 0.25 -4.59  0.414
H -2.94 1.29 -3.26  0.488
H -3.13 -1.85 -4.62  0.417
H -2.79 -2.66 -3.09  0.371
H -0.68 -1.89 -5.17  0.150
H -1.29 -3.52 -4.85  0.408
H -0.37 -2.67 -3.61  0.113
H 0.99 -2.21 1.90  0.084
H 0.32 -3.38 3.95  0.469
H -1.97 -4.30 4.19  0.427
H -3.58 -4.07 2.31  0.381
H -2.92 -2.91 0.24  0.398
Br 1.46 5.80 -0.50  -0.158
C 1.76 4.48 -1.81  -0.287
C 2.19 4.87 -3.09  -0.302
C 2.41 3.94 -4.07  -0.096
Br 2.97 4.52 -5.78  -0.238
C 2.21 2.56 -3.82  0.536
C 2.38 1.51 -4.75  -0.703
C 2.15 0.22 -4.37  -1.254
C 1.75 -0.06 -3.05  -0.413
N 1.61 0.90 -2.17  0.898
C 1.81 2.20 -2.52  -0.098
C 1.55 3.15 -1.48  0.721
O 1.14 2.72 -0.32  -0.939
H 2.34 5.92 -3.30  0.430
H 2.69 1.75 -5.76  0.322
H 2.26 -0.59 -5.07  0.440
H 1.54 -1.06 -2.70  0.606
C 4.75 1.48 1.43  -0.903
O 3.39 1.56 0.97  -0.267
C 2.73 0.50 0.56  1.234
C 3.44 -0.81 0.62  -1.951
H 5.40 1.09 0.65  0.345
H 4.83 0.86 2.32  0.342
H 5.03 2.50 1.66  0.297
H 3.81 -1.01 1.63  0.482
H 4.32 -0.79 -0.04  0.515
H 2.78 -1.61 0.31  0.448
N -0.02 0.65 1.66  -0.299
C -0.45 0.52 2.72  0.140
N -1.05 0.41 3.89  0.156
C -0.24 0.07 5.06  -0.518
C -0.88 0.67 6.31  -0.759
C -2.42 0.69 6.19  -0.698
C -2.90 -0.42 5.26  -0.741
C -2.43 -0.15 3.84  0.053
H 0.77 0.45 4.91  0.503
H -0.17 -1.02 5.14  0.161
H -0.51 1.68 6.48  0.291
H -0.58 0.07 7.17  0.373
H -2.74 1.65 5.78  0.320
H -2.87 0.60 7.18  0.396
H -3.99 -0.48 5.25  0.474
H -2.53 -1.39 5.60  0.252
H -3.06 0.59 3.35  0.459
H -2.43 -1.06 3.24  -0.307

Calculated values
- Highest occupied orbital energy (spin up / spin down): -4.988 / -7.404 eV
- Net charge: 0
- LUMO energy (spin up / spin down): -0.11 / -0.32 eV
- Kohn-Sham gap (spin up / spin down): 4.88 / 7.08 eV
- Multiplicity: 4
- Expectation value of S²: 3.81



No. 4
The following is a quantum chemistry calculation of a molecular structure, C28H52FeN2O2Si2 at a distorted geometry, from the Open Molecules 2025 dataset.

Each line ends with the Mulliken charge.
Positions of all 87 atoms, in Å:
O 0.94 1.95 0.39  1.307
O 1.46 2.46 -2.79  0.121
C 0.14 3.19 0.69  -0.421
C 0.18 3.51 2.16  -1.484
H -0.87 2.99 0.35  0.263
H 0.56 3.95 0.04  0.581
H -0.28 2.71 2.77  0.264
H -0.44 4.40 2.31  0.472
H 1.19 3.71 2.52  0.334
C 2.42 1.99 0.34  0.448
C 2.93 3.32 -0.13  -1.683
H 2.67 1.18 -0.36  0.085
H 2.77 1.75 1.35  0.329
H 2.62 3.51 -1.16  0.174
H 4.03 3.29 -0.12  0.437
H 2.64 4.15 0.53  0.436
C 2.10 1.37 -3.46  -0.124
C 0.54 3.26 -3.53  -0.160
C 3.60 1.60 -3.51  -1.225
H 1.69 1.26 -4.47  0.500
H 1.86 0.47 -2.87  -0.091
H 3.83 2.48 -4.11  0.296
H 4.07 0.73 -3.97  0.442
H 4.01 1.74 -2.50  0.169
C 1.26 4.41 -4.22  -1.371
H -0.18 3.64 -2.78  0.156
H 0.00 2.64 -4.26  0.308
H 1.90 4.96 -3.51  0.263
H 0.52 5.09 -4.63  0.425
H 1.88 4.03 -5.04  0.318
H 0.47 1.06 0.77  -0.586
Fe -0.72 -0.71 0.87  -0.998
C -0.88 0.38 -0.87  0.768
Si -2.48 0.14 -1.84  -0.027
H -0.73 1.46 -0.76  -0.615
H 0.00 0.02 -1.44  -0.208
C -3.30 1.83 -2.03  -1.058
C -3.68 -1.01 -0.97  -0.844
C -2.08 -0.52 -3.56  -1.113
C 0.68 -0.50 2.21  -0.855
Si 2.20 -1.60 2.00  0.380
H 0.18 -0.87 3.13  0.749
H 0.96 0.54 2.49  0.627
C 3.65 -0.69 2.80  -1.208
C 2.68 -1.99 0.22  -0.851
C 1.93 -3.22 2.89  -1.055
H -1.10 -0.16 -3.90  0.228
H -2.83 -0.20 -4.29  0.363
H -2.06 -1.62 -3.57  0.287
H -3.51 2.25 -1.04  0.276
H -4.25 1.74 -2.57  0.426
H -2.65 2.53 -2.57  0.209
H -3.69 -0.82 0.11  0.113
H -3.40 -2.07 -1.12  0.232
H -4.70 -0.87 -1.35  0.469
H 3.65 -1.53 -0.03  0.396
H 1.94 -1.65 -0.51  -0.048
H 2.79 -3.08 0.11  0.385
H 2.85 -3.83 2.87  0.335
H 1.12 -3.81 2.43  0.203
H 1.66 -3.04 3.94  0.294
H 4.44 -1.40 3.06  0.352
H 3.32 -0.19 3.72  0.317
H 4.07 0.07 2.13  0.270
C -0.47 -6.42 0.02  -0.447
C 0.01 -5.33 -0.72  -0.769
C -0.35 -4.03 -0.39  0.031
C -1.18 -3.81 0.74  -0.708
C -1.71 -4.91 1.44  -0.079
C -1.34 -6.21 1.10  -0.627
N -1.47 -2.52 1.22  0.830
N -2.33 -2.59 2.24  -0.530
C -2.74 -1.35 2.69  0.320
C -3.66 -1.27 3.76  -0.434
C -4.08 -0.01 4.19  -0.670
C -3.61 1.14 3.55  -0.803
C -2.69 1.05 2.48  0.419
C -2.21 -0.18 2.08  0.099
H -0.18 -7.44 -0.26  0.358
H 0.68 -5.51 -1.57  0.376
H -0.01 -3.16 -0.96  0.445
H -2.39 -4.71 2.27  0.407
H -1.75 -7.04 1.67  0.383
H -4.00 -2.20 4.21  0.459
H -4.78 0.07 5.02  0.346
H -3.94 2.13 3.88  0.391
H -2.37 1.96 1.96  0.419

Calculated values
- Highest occupied orbital energy (spin up / spin down): -6.135 / -7.019 eV
- Net charge: 0
- LUMO energy (spin up / spin down): -0.42 / -0.48 eV
- Kohn-Sham gap (spin up / spin down): 5.72 / 6.54 eV
- Multiplicity: 5
- Expectation value of S²: 6.05



No. 5
The following is a quantum chemistry calculation of a molecular structure, C6H8F10InN3O14S7 at a distorted geometry, from the Open Molecules 2025 dataset.

Each line ends with the Mulliken charge.
Positions of all 49 atoms, in Å:
In 0.26 -0.19 -0.78  1.924
C -3.68 -1.25 -1.44  0.681
F -4.51 -1.41 -0.45  -0.155
F -2.50 -1.87 -1.31  -0.169
F -4.19 -1.64 -2.59  -0.177
S -3.31 0.60 -1.45  0.717
O -4.46 1.23 -2.00  -0.506
O -2.99 0.92 -0.10  -0.464
N -1.81 0.73 -2.26  -0.267
S -1.88 0.79 -3.88  0.927
O -0.68 0.29 -4.47  -0.499
O -3.12 0.32 -4.40  -0.518
C -1.76 2.65 -4.22  0.636
F -2.71 3.32 -3.58  -0.210
F -0.59 3.12 -3.77  -0.219
F -1.86 2.84 -5.52  -0.184
N 1.35 -1.34 -3.11  0.051
S 2.66 -1.14 -3.93  0.947
O 2.51 -1.39 -5.33  -0.511
O 3.91 -1.45 -3.34  -0.532
F 2.73 0.46 -3.80  -0.269
S 1.06 -2.94 -3.54  0.897
O 2.00 -3.93 -3.17  -0.528
O 0.22 -3.26 -4.64  -0.477
F -0.04 -3.11 -2.33  -0.175
N -0.92 -1.74 1.30  -0.016
S -1.58 -3.19 1.32  0.895
O -2.98 -3.31 1.14  -0.517
O -1.01 -4.04 2.32  -0.578
F -0.97 -3.72 -0.02  -0.178
S -1.40 -1.24 2.82  1.058
O -0.54 -1.59 3.89  -0.583
O -2.80 -1.20 3.05  -0.588
F -1.18 0.30 2.51  -0.285
C 2.24 1.89 5.12  -0.683
C 3.22 2.76 4.29  -0.597
C 3.01 2.55 2.79  -0.729
S 2.41 0.86 2.67  0.833
O 3.50 -0.07 2.77  -0.652
O 1.46 0.68 1.58  -0.602
C 1.49 0.95 4.20  -0.520
H 1.58 2.55 5.68  0.364
H 2.81 1.43 5.93  0.238
H 4.27 2.58 4.53  0.314
H 3.09 3.80 4.55  0.358
H 3.79 2.84 2.08  0.471
H 2.17 3.20 2.50  0.315
H 1.19 -0.07 4.44  0.513
H 0.55 1.44 3.91  0.251

Calculated values
- Highest occupied orbital energy: -11.134 eV
- Net charge: 0
- LUMO energy: -7.50 eV
- Kohn-Sham gap: 3.63 eV



No. 6
The following is a quantum chemistry calculation of 10 unconnected molecules or ions with the total composition C30H70N10O10 at a distorted geometry, from the Open Molecules 2025 dataset.

Each line ends with the Mulliken charge.
Positions of all 120 atoms, in Å:
C -2.71 -3.73 3.53  0.096
O -2.24 -2.81 4.15  -0.595
N -3.62 -3.49 2.56  0.097
C -4.08 -4.53 1.58  -0.835
C -3.89 -2.09 2.14  -1.006
H -2.49 -4.81 3.70  0.338
H -5.06 -4.21 1.45  0.404
H -4.00 -5.58 1.84  0.294
H -3.63 -4.33 0.58  0.204
H -3.13 -1.69 1.46  0.315
H -4.86 -2.04 1.63  0.345
H -4.09 -1.38 3.00  0.311
C 5.01 0.15 -2.47  -0.124
O 5.41 0.29 -1.35  -0.541
N 4.05 -0.75 -2.86  0.259
C 3.48 -0.93 -4.23  -0.872
C 3.51 -1.69 -1.88  -1.043
H 5.33 0.76 -3.34  0.465
H 2.40 -0.75 -4.27  0.267
H 3.64 -1.94 -4.60  0.318
H 3.95 -0.20 -4.89  0.315
H 3.62 -2.66 -2.38  0.376
H 4.10 -1.80 -0.95  0.260
H 2.47 -1.61 -1.65  0.272
C -0.18 6.54 0.68  0.140
O -0.19 5.41 0.16  -0.560
N -1.05 6.93 1.64  0.105
C -1.03 8.35 2.06  -0.889
C -2.13 6.09 2.17  -0.682
H 0.56 7.36 0.42  0.163
H -2.00 8.81 1.86  0.338
H -0.12 8.86 1.67  0.269
H -0.93 8.46 3.14  0.340
H -1.78 5.06 2.22  0.108
H -2.28 6.62 3.07  0.371
H -3.04 6.19 1.57  0.267
C 3.75 -1.42 1.73  0.420
O 3.37 -2.54 1.40  -0.683
N 3.68 -0.99 3.00  0.188
C 4.18 0.37 3.29  -0.939
C 3.06 -1.84 4.04  -0.674
H 4.20 -0.70 0.97  0.133
H 4.93 0.34 4.10  0.347
H 3.40 0.99 3.58  0.265
H 4.79 0.77 2.49  0.289
H 2.19 -1.29 4.45  0.140
H 2.77 -2.66 3.43  0.225
H 3.84 -2.05 4.76  0.299
C 0.01 -4.95 1.23  0.082
O -1.21 -5.16 1.46  -0.665
N 0.97 -5.88 1.18  0.171
C 2.26 -5.61 0.58  -0.764
C 0.51 -7.29 1.33  -0.936
H 0.39 -3.91 1.16  0.434
H 2.44 -4.58 0.35  0.065
H 2.36 -6.07 -0.36  0.415
H 3.10 -5.97 1.16  0.329
H 1.44 -7.89 1.45  0.343
H -0.19 -7.31 2.13  0.282
H 0.00 -7.60 0.38  0.279
C 1.95 2.95 -4.13  0.066
O 2.62 2.07 -4.71  -0.600
N 2.26 3.54 -2.96  0.250
C 1.28 4.53 -2.33  -0.777
C 3.49 3.24 -2.29  -0.831
H 1.02 3.26 -4.56  0.357
H 0.87 4.20 -1.33  0.316
H 0.42 4.61 -2.98  0.263
H 1.73 5.51 -2.14  0.273
H 3.98 4.20 -1.96  0.290
H 3.38 2.56 -1.45  0.245
H 4.15 2.69 -2.95  0.221
C -1.81 2.49 4.31  0.002
O -2.51 2.23 3.35  -0.580
N -0.89 1.69 4.88  0.297
C -0.22 2.10 6.12  -1.077
C -0.51 0.38 4.31  -0.313
H -1.79 3.47 4.81  0.251
H -0.84 1.82 6.99  0.317
H -0.09 3.19 6.05  0.357
H 0.77 1.68 6.23  0.328
H -1.35 0.07 3.61  0.020
H 0.44 0.50 3.80  -0.060
H -0.44 -0.35 5.12  0.440
C -5.65 1.95 -2.94  0.209
O -6.47 2.76 -3.32  -0.608
N -4.57 1.60 -3.65  0.089
C -3.44 0.88 -3.06  -0.685
C -4.34 2.02 -5.05  -1.047
H -5.57 1.50 -1.92  0.283
H -3.10 0.17 -3.82  0.035
H -3.79 0.29 -2.23  0.364
H -2.61 1.48 -2.74  0.288
H -3.93 1.22 -5.59  0.349
H -5.30 2.23 -5.44  0.388
H -3.76 2.92 -5.11  0.319
C 1.14 1.89 0.97  -0.320
O 2.22 1.42 1.23  -0.482
N 0.12 1.05 0.73  0.710
C -1.14 1.64 0.28  -0.505
C 0.22 -0.39 0.67  -0.410
H 0.84 2.96 0.96  0.539
H -0.96 2.75 0.31  -0.050
H -2.01 1.46 0.87  0.347
H -1.44 1.41 -0.76  0.112
H -0.45 -0.60 -0.17  0.224
H 1.26 -0.73 0.51  -0.273
H -0.19 -0.89 1.55  0.134
C -2.02 -2.74 -3.64  0.118
O -2.18 -2.51 -2.46  -0.544
N -1.03 -3.49 -4.16  0.215
C -0.85 -3.78 -5.56  -0.845
C -0.01 -4.10 -3.31  -0.830
H -2.68 -2.30 -4.41  0.229
H -1.60 -3.30 -6.19  0.274
H -0.89 -4.82 -5.87  0.320
H 0.16 -3.48 -5.80  0.299
H 0.93 -3.73 -3.69  0.225
H -0.11 -3.78 -2.29  0.249
H 0.09 -5.20 -3.38  0.295

Calculated values
- Highest occupied orbital energy: -8.558 eV
- Net charge: 0
- LUMO energy: 0.42 eV
- SMILES string: CN(C)C=O.CN(C)C=O.CN(C)C=O.CN(C)C=O.CN(C)C=O.CN(C)C=O.CN(C)C=O.CN(C)C=O.CN(C)C=O.CN(C)C=O
- Kohn-Sham gap: 8.97 eV



No. 7
The following is a quantum chemistry calculation of 2 unconnected molecules or ions with the total composition C5H14N2S at a distorted geometry, from the Open Molecules 2025 dataset.

Each line ends with the Mulliken charge.
Positions of all 22 atoms, in Å:
N -0.80 1.40 1.86  -0.727
C -0.01 1.06 0.61  0.269
C 1.54 1.29 0.72  -0.905
C 2.25 1.57 -0.63  -0.607
S 2.08 0.21 -1.89  -0.219
C -0.56 -0.33 0.00  -0.087
N -1.52 -0.86 0.86  -0.402
C -1.93 -2.12 0.36  -0.760
H -1.45 0.63 1.92  0.391
H -1.42 2.24 1.86  0.244
H -0.18 1.77 -0.20  0.209
H 1.96 0.42 1.29  0.246
H 1.85 2.19 1.23  0.291
H 3.33 1.67 -0.38  0.341
H 1.86 2.56 -0.93  0.354
H -0.49 -2.88 -3.24  0.181
H 0.36 -0.92 -0.31  0.192
H -0.99 0.15 -0.96  0.278
H 0.09 -2.57 -2.87  -0.186
H -2.26 -2.74 1.20  0.335
H -1.05 -2.74 -0.06  0.265
H -2.68 -2.01 -0.46  0.297

Calculated values
- Highest occupied orbital energy: -7.601 eV
- Net charge: 0
- LUMO energy: -3.57 eV
- Kohn-Sham gap: 4.03 eV



Calculated ΔE to the lowest compared entry with this formula, charge and spin, 0.0, 60.4, 12.7, 100.5, 86.8, 780.9, 673.5 kJ/mol (same order as the records).
Calculated DFT total energy, -27151.151, -44971.430, -198389.945, -87092.560, -147670.932, -67619.608, -19220.316 eV (same order as the records).